75
Properties=species:S:1:pos:R:3 method="wB97M-V/def2-TZVPD" spin_multiplicity=1 homo_energy_ev=-3.5 charge=-1 orbital_gap_ev=5.411
Sc 0.22561 -0.59033 0.73698
O 0.16001 -3.40237 -2.34432
C 0.22044 -2.99875 -1.16476
N -0.66084 -2.26770 -0.50387
C -1.82356 -1.95419 -1.31843
C -2.75184 -1.09419 -0.51572
C -4.11857 -1.02622 -0.75624
C -4.88781 -0.17064 0.00786
C -4.27880 0.58399 0.99976
C -2.91433 0.46021 1.17833
N -2.17031 -0.34824 0.42030
C 1.44896 -3.33715 -0.36335
C 2.12275 -4.52196 -0.59609
C 3.22525 -4.80896 0.19225
C 3.62394 -3.88757 1.14403
C 2.91772 -2.70235 1.27877
N 1.83283 -2.43220 0.54506
H -2.34815 -2.85581 -1.65283
H -1.55733 -1.40923 -2.24292
H -4.55178 -1.63568 -1.53876
H -5.95434 -0.09730 -0.16587
H -4.84309 1.25867 1.62858
H -2.37487 1.01459 1.93434
H 1.76821 -5.17804 -1.37680
H 3.76975 -5.73607 0.06036
H 4.48205 -4.05689 1.77951
H 3.20899 -1.91861 1.96316
S 2.58930 0.50608 1.72011
S 1.87711 0.37758 3.70092
S 1.21229 -1.53746 3.94660
S -0.62463 -1.64304 2.92963
O -0.22724 1.36574 1.09989
C -0.39883 2.26840 0.26930
C -1.45209 3.30931 0.49620
C -1.73977 4.09565 1.59066
C -2.62608 5.16788 1.41474
C -3.22852 5.38896 0.18670
C -2.95320 4.54751 -0.90604
C -2.05091 3.52344 -0.74923
P -1.34353 2.18545 -1.83060
C -2.70098 1.92501 -3.09853
C -2.41609 1.10742 -4.19941
C -3.41420 0.58810 -5.00709
C -4.75247 0.85832 -4.73028
C -5.06020 1.65437 -3.63740
C -4.04869 2.18306 -2.84124
C -0.03086 3.00828 -2.85969
C 1.26257 3.15314 -2.35200
C 2.26418 3.75596 -3.10031
C 2.00132 4.23965 -4.37600
C 0.71962 4.11148 -4.88997
C -0.27919 3.50547 -4.13876
H -1.27771 3.90139 2.55058
H -2.84288 5.82970 2.24453
H -3.90895 6.22163 0.06552
H -3.44102 4.71993 -1.85906
H -1.38643 0.84074 -4.41713
H -3.14921 -0.04192 -5.84669
H -5.53666 0.45137 -5.35482
H -6.09429 1.87046 -3.39850
H -4.32788 2.78692 -1.98352
H 1.46130 2.80825 -1.34437
H 3.25147 3.86014 -2.66601
H 2.78037 4.72268 -4.95213
H 0.48667 4.49163 -5.87695
H -1.27321 3.42476 -4.56568
N 2.07588 -1.16356 -2.99612
C 2.13228 -0.33505 -1.94606
O 1.14791 -0.15629 -1.23370
C 3.40538 0.42489 -1.68001
I 5.13133 -0.81477 -1.56588
H 1.30647 -1.83117 -3.03599
H 2.93830 -1.39749 -3.46383
H 3.31982 0.94193 -0.72858
H 3.58684 1.12594 -2.49071

6
Properties=species:S:1:pos:R:3 method="wB97M-V/def2-TZVPD" spin_multiplicity=3 homo_energy_ev="-15.3 / -14.8" charge=+1 orbital_gap_ev="8.181 / 4.480"
C 0.33745 -2.29240 -1.01536
C 0.53630 -1.07945 -0.83421
O 0.56127 0.21077 -0.46381
C -0.29689 0.68822 0.51389
O -1.07530 -0.06856 1.04677
Au -0.06282 2.54143 0.75272

62
Properties=species:S:1:pos:R:3 method="wB97M-V/def2-TZVPD" spin_multiplicity=2 homo_energy_ev="-5.1 / -5.2" charge=-1 orbital_gap_ev="7.473 / 7.411"
Pd -0.02232 0.12726 -0.24427
N -0.23310 0.93377 1.88983
N -0.98075 0.01141 2.65335
C -2.09484 -0.61105 1.99386
O -3.00632 -0.97467 2.74060
O -1.98013 -0.70054 0.74454
H 0.69353 1.02970 2.28958
H -0.67193 1.85155 1.83869
H -1.22898 0.31889 3.58430
O 3.89314 -0.70198 -0.29737
Se 1.06333 -0.80392 -2.41693
O 1.31546 -1.91069 -3.58095
O -0.65417 -0.78157 -2.18541
O 1.38255 -1.55070 -0.80851
S -0.54830 2.45653 -1.04067
C -2.20847 1.96757 -0.88529
N -2.65137 0.94290 -1.64863
C -3.89109 0.44374 -1.57754
C -4.83405 1.02104 -0.77307
C -4.44040 2.10866 0.00774
C -3.14782 2.57624 -0.04120
H -1.89989 0.36235 -2.11924
H -4.07735 -0.43065 -2.18370
H -5.83393 0.61817 -0.72744
H -5.15470 2.57617 0.67410
H -2.81463 3.39451 0.58069
C 1.51593 -2.13771 3.68879
Ge 2.46030 -2.36776 1.99665
C 4.34846 -2.67704 2.36125
C 1.70333 -3.92889 1.12770
Ge 2.23325 -0.47491 0.47550
C 2.75463 1.23425 1.29234
C 3.41545 1.16707 2.51449
C 3.92585 2.31698 3.10935
C 3.78381 3.54429 2.48159
C 3.11820 3.62438 1.26359
C 2.60325 2.47751 0.67557
C 4.36914 -0.63402 -1.55114
C 4.26881 0.52928 -2.31107
C 4.81255 0.57908 -3.58468
C 5.46852 -0.52495 -4.11721
C 5.57120 -1.68222 -3.35631
C 5.02412 -1.74110 -2.08355
H 1.59645 -3.05391 4.27955
H 0.46396 -1.93614 3.49058
H 1.91828 -1.31036 4.27803
H 4.46380 -3.66174 2.81915
H 4.76265 -1.92163 3.03045
H 4.90966 -2.64395 1.42738
H 1.85298 -4.81894 1.74248
H 2.15777 -4.07342 0.14853
H 0.63726 -3.76899 0.96702
H 3.54823 0.21035 3.00845
H 4.44204 2.24859 4.05921
H 4.19295 4.43725 2.93790
H 3.00590 4.58094 0.76791
H 2.07777 2.55348 -0.26816
H 3.78377 1.39712 -1.87951
H 4.70513 1.48238 -4.17325
H 5.87622 -0.48950 -5.11926
H 6.06610 -2.55531 -3.76436
H 5.07590 -2.64561 -1.49101

58
Properties=species:S:1:pos:R:3 method="wB97M-V/def2-TZVPD" spin_multiplicity=1 homo_energy_ev=-10.7 charge=+1 orbital_gap_ev=7.409
C 3.35051 -1.21659 2.68976
C 3.91968 0.15957 2.40787
N 4.71328 0.26689 1.17000
C 4.93378 1.66147 0.76157
C 5.48632 2.52429 1.88365
C 4.20395 -0.51335 0.11426
S 4.79335 -1.95761 -0.27375
S 2.87111 0.23127 -0.85025
C 1.77855 -1.17754 -1.18242
C 0.57956 -1.18954 -0.24532
C -0.56584 -0.30571 -0.77932
P -1.39102 0.73920 0.41504
C -2.81343 1.45837 -0.41152
B -2.82904 3.07008 -0.38793
O -3.41599 3.74944 0.63632
O -2.29081 3.74998 -1.43708
C -1.76918 -0.02833 2.02821
I -2.15926 -2.12613 1.80195
C -2.89170 0.71706 2.76490
C -3.54036 -0.02866 3.92243
I -1.95065 2.48777 3.59073
H 2.57045 -1.50753 1.98824
H 2.90075 -1.20794 3.68179
H 4.12899 -1.97522 2.68778
H 4.58680 0.40277 3.23223
H 3.11125 0.90355 2.42755
H 5.66280 1.64667 -0.04828
H 4.02634 2.13330 0.36630
H 5.77580 3.48290 1.45886
H 4.73388 2.71843 2.64370
H 6.36626 2.07533 2.33660
H 2.36750 -2.08412 -1.08073
H 1.46512 -1.11670 -2.22226
H 0.21866 -2.21169 -0.16060
H 0.85963 -0.87744 0.76024
H -0.13442 0.41173 -1.48392
H -1.32427 -0.83933 -1.34430
H -0.48466 1.76671 0.68889
H -3.74436 1.03880 -0.03598
H -2.72051 1.14705 -1.45464
H -2.79364 4.27452 1.14293
H -1.61056 3.27097 -1.91039
H -0.86996 0.07416 2.63066
H -3.66744 1.06004 2.08907
H -4.10168 0.69253 4.51178
H -4.24608 -0.77474 3.56997
H -2.79004 -0.45778 4.58171
C -3.22685 -2.85086 -5.49617
C -3.82813 -2.79692 -4.10668
O -2.69197 -2.54918 -3.25183
S -1.63228 -1.63795 -4.02069
O -1.81667 -0.28150 -3.62489
O -0.35847 -2.24631 -3.91164
O -2.22051 -1.81839 -5.47915
H -2.74085 -3.80652 -5.69333
H -3.94806 -2.63498 -6.27809
H -4.30422 -3.72667 -3.81199
H -4.53142 -1.96958 -4.00185

80
Properties=species:S:1:pos:R:3 method="wB97M-V/def2-TZVPD" spin_multiplicity=2 homo_energy_ev="-3.2 / -3.2" charge=-1 orbital_gap_ev="5.868 / 5.861"
Yb -0.10377 0.53326 0.34865
Cl -0.17250 0.80992 -2.18416
P -2.67773 -0.42768 -0.32820
C -3.03201 -1.28189 -1.92734
C -3.54857 -1.34449 1.05815
C -3.34009 1.29890 -0.52828
C -1.93021 -2.29619 -2.27998
H -2.97280 -0.45793 -2.66110
C -4.43438 -1.88657 -1.93690
H -4.46946 -2.82050 -1.35940
H -4.70594 -2.11039 -2.97664
H -5.18769 -1.19673 -1.53992
H -1.03606 -1.76821 -2.62772
H -2.28396 -2.95895 -3.07719
H -1.64021 -2.91138 -1.41950
H -2.77297 1.62670 -1.41972
C -2.95132 2.23247 0.63072
C -4.83837 1.32825 -0.80452
H -5.07257 0.95123 -1.80334
H -5.17641 2.36892 -0.74224
H -5.39476 0.74892 -0.05558
H -2.16158 1.83608 1.28638
H -3.81522 2.45300 1.27147
H -2.55618 3.17871 0.23158
C -2.79485 -2.66037 1.26814
H -4.58730 -1.52688 0.73019
C -3.53030 -0.53109 2.35455
H -2.86663 -3.35058 0.42314
H -3.16305 -3.16384 2.16757
H -1.72764 -2.43769 1.44546
H -2.50102 -0.22372 2.59999
H -3.86460 -1.16291 3.18602
H -4.17231 0.35465 2.31439
Cl 0.18633 -1.23366 2.23759
H 0.06230 -1.39311 -0.40890
P 2.71182 0.51193 -0.19411
C 3.02221 2.09201 -1.12424
C 3.69511 0.52249 1.41038
C 3.21688 -0.86321 -1.33401
C 1.92995 3.14706 -0.89671
H 2.94970 1.78423 -2.18342
C 4.40238 2.67164 -0.83924
H 4.44000 3.13729 0.15353
H 4.61376 3.44354 -1.58821
H 5.19571 1.92336 -0.90580
H 0.97768 2.81492 -1.33047
H 2.21962 4.08734 -1.37993
H 1.74785 3.35984 0.16266
H 2.60557 -0.62340 -2.22846
C 2.80638 -2.27118 -0.84822
C 4.70227 -0.71652 -1.64900
H 4.88281 0.16981 -2.26858
H 5.02899 -1.60216 -2.20690
H 5.30603 -0.64211 -0.73086
H 2.06295 -2.24671 -0.03863
H 3.67574 -2.84952 -0.50788
H 2.34494 -2.80682 -1.69008
C 3.01855 1.50973 2.36947
H 4.72582 0.84974 1.18010
C 3.67618 -0.85780 2.05864
H 3.16483 2.56191 2.10348
H 3.38584 1.36129 3.39140
H 1.93507 1.32418 2.40700
H 2.62924 -1.17640 2.20974
H 4.13413 -0.80264 3.05204
H 4.19212 -1.62396 1.47598
Br 1.77632 5.32908 3.69055
C 0.61329 4.07128 4.48194
C 0.62658 3.86497 5.87574
C -0.00556 2.74291 6.41216
C -0.60315 1.81338 5.57057
C -0.60972 2.01336 4.18474
C -0.08209 3.19779 3.62703
C -0.14034 3.42549 2.12594
O -0.42937 4.49624 1.62943
O 0.11403 2.28909 1.50978
H 1.17785 4.55088 6.49886
H 0.02642 2.57778 7.49238
H -1.05291 0.89889 5.97014
H -0.99736 1.23364 3.52241